Entry 1:
Molecular formula: C37H43N4O
Method: DFT, wB97M-V/def2-TZVPD

Results
Orbital gap = 3.9 eV
LUMO = -4.86 eV
HOMO level = -8.76 eV
Net charge = +1

Each line ends with the Löwdin charge.
Positions of all 85 atoms, in Å:
C 4.37 -4.37 1.49  -0.201
C 3.78 -3.22 0.65  -0.156
C 2.78 -2.35 1.42  -0.123
N 1.79 -3.10 2.19  0.011
C 0.65 -2.49 2.62  -0.085
C -0.06 -1.45 1.68  -0.075
C 0.19 -2.79 3.98  -0.170
C -1.09 -3.33 4.32  0.006
C -1.29 -3.96 5.55  -0.045
C -0.27 -3.99 6.50  -0.040
C 0.94 -3.31 6.28  -0.046
C 1.14 -2.68 5.05  -0.042
C 2.35 -4.25 2.98  -0.105
C 3.31 -5.15 2.18  -0.174
H 4.98 -4.99 0.84  0.123
H 5.05 -3.90 2.21  0.121
H 4.57 -2.53 0.29  0.128
H 3.30 -3.63 -0.24  0.127
H 3.35 -1.69 2.12  0.154
H 2.28 -1.70 0.71  0.123
H -1.03 -1.25 2.17  0.154
H 0.52 -0.47 1.70  0.170
H -1.87 -3.33 3.54  0.100
H -2.25 -4.45 5.76  0.121
H -0.46 -4.47 7.46  0.118
H 1.75 -3.29 7.02  0.124
H 2.07 -2.13 4.85  0.128
H 2.96 -3.85 3.83  0.134
H 1.53 -4.87 3.41  0.150
H 2.76 -5.79 1.50  0.125
H 3.77 -5.79 2.93  0.124
C -2.01 2.75 -5.29  -0.011
N -1.31 2.43 -4.05  -0.038
C -0.40 3.31 -3.55  -0.365
O -0.07 4.38 -4.07  0.080
C 0.15 2.67 -2.24  -0.184
C 0.14 3.67 -1.06  -0.085
C 1.07 4.79 -1.28  -0.195
C 2.45 4.77 -1.43  -0.042
N 2.88 6.04 -1.72  0.078
C 1.81 6.90 -1.76  -0.209
C 1.76 8.25 -2.10  -0.022
C 0.50 8.87 -2.14  -0.087
C -0.68 8.13 -1.87  -0.089
C -0.61 6.76 -1.54  -0.026
C 0.64 6.15 -1.48  -0.143
N -0.64 1.48 -2.02  -0.012
C -0.35 0.66 -0.94  -0.070
C -1.05 -0.48 -0.61  -0.073
C -0.91 -1.59 0.27  -0.218
C -1.93 -2.64 0.25  -0.173
C -1.78 -3.73 1.14  -0.076
C -2.82 -4.62 1.41  -0.088
C -3.96 -4.60 0.60  -0.092
C -4.06 -3.67 -0.44  -0.068
C -3.08 -2.68 -0.61  -0.011
C -1.66 1.29 -3.16  -0.430
C -3.11 1.48 -2.72  -0.004
C -1.50 0.01 -3.96  -0.006
H -1.54 3.62 -5.77  0.097
H -1.96 1.92 -6.00  0.088
H -3.06 2.99 -5.12  0.091
H 1.20 2.39 -2.47  0.161
H -0.89 4.04 -0.92  0.127
H 0.42 3.09 -0.17  0.104
H 3.11 3.94 -1.36  0.113
H 3.83 6.32 -1.89  0.154
H 2.69 8.78 -2.31  0.107
H 0.42 9.94 -2.39  0.102
H -1.65 8.64 -1.92  0.101
H -1.52 6.17 -1.34  0.106
H 0.48 1.02 -0.33  0.110
H -1.96 -0.59 -1.18  0.055
H 0.24 -2.04 0.69  0.125
H -0.82 -3.85 1.68  0.095
H -2.68 -5.30 2.26  0.111
H -4.73 -5.33 0.81  0.101
H -4.93 -3.69 -1.10  0.112
H -3.21 -1.93 -1.42  0.100
H -3.28 2.50 -2.37  0.100
H -3.78 1.29 -3.57  0.089
H -3.36 0.78 -1.92  0.072
H -0.55 0.00 -4.50  0.101
H -1.55 -0.86 -3.29  0.069
H -2.31 -0.07 -4.70  0.089

---

Entry 2:
Molecular formula: C37H43N4O2P2Si2Sn
Method: DFT, wB97M-V/def2-TZVPD

Results
Orbital gap = 8.5 eV
LUMO = -2.70 eV
HOMO level = -11.17 eV
Net charge = +1

Each line ends with the Löwdin charge.
Positions of all 91 atoms, in Å:
Sn 0.43 -0.99 -2.33  1.264
C -2.54 -4.44 -0.36  -0.157
Si -2.12 -2.88 -1.30  0.348
C -1.72 -3.44 -3.04  -0.197
C -3.64 -1.80 -1.21  -0.146
N -0.65 -2.04 -0.68  -0.402
P -0.47 -1.95 0.92  0.824
C 0.85 -0.91 1.45  -0.412
P 1.83 0.09 0.59  0.924
N 2.32 0.02 -0.86  -0.350
Si 3.47 1.01 -1.79  0.341
C 2.93 2.79 -1.71  -0.157
C 5.16 0.75 -1.05  -0.165
C 3.44 0.40 -3.55  -0.206
C 1.17 -0.91 2.93  -0.328
C 2.21 -1.69 3.43  -0.059
C 2.54 -1.66 4.77  -0.063
C 1.84 -0.83 5.64  -0.067
C 0.80 -0.04 5.16  -0.056
C 0.46 -0.09 3.81  -0.044
C 2.55 1.32 1.67  -0.323
C 3.83 1.15 2.20  -0.087
C 4.36 2.12 3.03  -0.054
C 3.63 3.26 3.33  -0.054
C 2.36 3.43 2.80  -0.059
C 1.81 2.46 1.98  -0.088
C -0.14 -3.56 1.67  -0.296
C 0.44 -4.54 0.87  -0.097
C 0.81 -5.76 1.42  -0.061
C 0.60 -6.00 2.77  -0.059
C 0.04 -5.02 3.57  -0.056
C -0.33 -3.80 3.03  -0.087
C -1.94 -1.23 1.69  -0.291
C -2.90 -1.94 2.40  -0.083
C -4.05 -1.30 2.85  -0.057
C -4.25 0.04 2.58  -0.054
C -3.29 0.76 1.86  -0.054
C -2.14 0.12 1.42  -0.096
H -3.42 -4.85 -0.87  0.049
H -2.82 -4.27 0.68  0.024
H -1.76 -5.20 -0.38  0.029
H -2.61 -3.96 -3.42  0.048
H -0.91 -4.16 -3.04  0.039
H -1.50 -2.65 -3.77  -0.001
H -4.40 -2.21 -1.88  0.048
H -3.49 -0.76 -1.49  0.006
H -4.06 -1.82 -0.20  0.027
H 2.98 3.18 -0.69  0.025
H 1.91 2.90 -2.07  0.021
H 3.58 3.42 -2.33  0.043
H 5.28 1.30 -0.12  0.016
H 5.93 1.11 -1.74  0.041
H 5.36 -0.30 -0.87  0.039
H 2.45 0.49 -4.01  0.000
H 3.75 -0.64 -3.62  0.038
H 4.13 1.00 -4.14  0.043
H 2.75 -2.35 2.75  0.123
H 3.35 -2.27 5.15  0.110
H 2.10 -0.79 6.69  0.108
H 0.25 0.61 5.82  0.110
H -0.35 0.52 3.43  0.110
H 4.40 0.26 1.98  0.115
H 5.35 1.99 3.46  0.114
H 4.05 4.02 3.97  0.113
H 1.78 4.32 3.04  0.111
H 0.80 2.58 1.60  0.097
H 0.61 -4.35 -0.18  0.104
H 1.26 -6.52 0.79  0.112
H 0.89 -6.95 3.20  0.112
H -0.11 -5.20 4.63  0.113
H -0.74 -3.03 3.67  0.109
H -2.76 -3.00 2.61  0.097
H -4.79 -1.86 3.40  0.114
H -5.15 0.54 2.92  0.112
H -3.44 1.81 1.64  0.102
H -1.40 0.68 0.86  0.088
O -1.54 -0.27 -3.18  -0.291
N -2.08 0.77 -2.69  0.016
N -1.36 1.37 -1.83  -0.185
O -0.13 0.96 -1.52  -0.309
C -1.86 2.55 -1.19  -0.182
C -3.22 2.80 -1.16  -0.018
C -3.67 3.94 -0.51  -0.068
C -2.78 4.81 0.09  -0.070
C -1.42 4.54 0.05  -0.061
C -0.94 3.41 -0.60  -0.021
H -3.91 2.11 -1.62  0.117
H -4.73 4.15 -0.48  0.114
H -3.14 5.70 0.60  0.110
H -0.71 5.23 0.50  0.110
H 0.11 3.20 -0.68  0.089

---

Entry 3:
Molecular formula: C37H43N6ORbS4
Method: DFT, wB97M-V/def2-TZVPD

Results
Orbital gap = 5.5 eV
LUMO = 3.68 eV
HOMO level = -1.79 eV
Net charge = -2

Each line ends with the Löwdin charge.
Positions of all 92 atoms, in Å:
Rb -0.13 -0.01 -0.27  0.590
C 1.26 -1.51 2.66  -0.105
N 2.10 -0.40 2.20  -0.165
C 2.04 0.73 3.10  -0.196
C 0.67 1.37 3.24  -0.198
N 0.27 2.23 2.15  -0.166
C -1.16 2.51 2.25  -0.104
C 1.04 3.42 1.95  -0.259
C 1.90 3.90 2.94  -0.059
C 2.66 5.05 2.76  -0.132
C 2.56 5.74 1.57  -0.139
C 1.71 5.28 0.58  -0.156
C 0.94 4.12 0.71  -0.649
S -0.09 3.61 -0.61  0.508
C 3.42 -0.81 1.84  -0.260
C 4.51 -0.41 2.60  -0.056
C 5.82 -0.76 2.27  -0.136
C 6.03 -1.55 1.16  -0.138
C 4.95 -1.98 0.40  -0.153
C 3.63 -1.63 0.70  -0.652
S 2.35 -2.21 -0.36  0.457
H 1.48 -1.76 3.71  0.094
H 1.44 -2.37 2.03  0.032
H 0.20 -1.25 2.57  0.045
H 2.75 1.48 2.76  0.115
H 2.35 0.43 4.12  0.119
H 0.62 1.89 4.21  0.115
H -0.10 0.59 3.31  0.082
H -1.42 2.90 3.25  0.097
H -1.72 1.58 2.08  0.052
H -1.45 3.22 1.48  0.029
H 1.98 3.37 3.88  0.092
H 3.33 5.38 3.55  0.080
H 3.15 6.64 1.39  0.082
H 1.63 5.81 -0.36  0.076
H 4.36 0.20 3.48  0.087
H 6.64 -0.41 2.88  0.080
H 7.04 -1.84 0.87  0.083
H 5.12 -2.59 -0.48  0.082
C -2.58 -0.71 3.54  -0.220
N -2.47 -0.85 2.11  0.004
C -3.35 -1.61 1.56  -0.146
C -3.50 -1.91 0.17  -0.373
C -4.51 -2.76 -0.33  -0.111
C -4.29 -2.84 -1.70  -0.148
C -3.16 -2.04 -1.94  -0.234
N -2.68 -1.47 -0.83  -0.017
C -3.37 0.50 4.00  -0.212
C -4.11 1.28 3.12  -0.046
C -4.82 2.39 3.57  -0.084
C -4.80 2.73 4.92  -0.115
C -4.07 1.95 5.81  -0.107
C -3.36 0.85 5.35  -0.058
H -1.57 -0.62 3.97  0.093
H -3.03 -1.60 4.00  0.115
H -4.10 -2.11 2.19  0.119
H -5.28 -3.24 0.25  0.077
H -4.85 -3.41 -2.44  0.062
H -2.67 -1.88 -2.90  0.066
H -4.12 1.02 2.06  0.115
H -5.37 2.99 2.87  0.099
H -5.34 3.60 5.27  0.089
H -4.04 2.21 6.86  0.091
H -2.78 0.26 6.04  0.109
C -1.55 0.53 -4.38  -0.240
S -0.78 1.47 -3.06  0.723
C -0.68 3.03 -3.92  -0.265
O 0.61 0.93 -2.99  -0.628
H -1.00 0.69 -5.31  0.046
H -2.60 0.80 -4.47  0.059
H -1.47 -0.52 -4.08  0.037
H -1.70 3.37 -4.14  0.061
H -0.10 2.90 -4.84  0.029
H -0.19 3.73 -3.23  -0.016
N 2.72 -0.88 -3.45  0.116
C 2.55 -1.35 -4.68  -0.917
S 2.68 -2.97 -5.11  0.500
N 2.28 -0.46 -5.70  0.038
C 2.21 0.93 -5.77  -0.240
C 2.81 1.81 -4.86  -0.027
C 2.71 3.18 -5.05  -0.080
C 2.06 3.71 -6.15  -0.125
C 1.48 2.84 -7.07  -0.117
C 1.55 1.47 -6.88  -0.052
H 2.80 -1.57 -2.70  -0.006
H 2.32 0.00 -3.15  0.053
H 2.09 -0.96 -6.55  0.087
H 3.35 1.43 -4.00  0.111
H 3.15 3.83 -4.31  0.112
H 1.99 4.78 -6.28  0.095
H 0.96 3.23 -7.94  0.095
H 1.08 0.80 -7.59  0.108

---

Asked for total energy across the records above, the calculation gives -47063.1078, -89283.6853, -94054.2516 eV in order.